Entry 1:
The following is a quantum chemistry calculation of 10 unconnected molecules or ions with the total composition C60H141N7O14 at a distorted geometry, from the OMol25 dataset.

E_tot: -103593.9443 eV
multiplicity: 1
HOMO-LUMO gap: 8.8 eV
net charge: 0
SMILES string: CC1(C)CCCC(C)(C)N1O.CC1(C)CCCC(C)(C)N1O.CC1(C)CCCC(C)(C)N1O.COCCNCCOC.COCCNCCOC.COCCNCCOC.COCCNCCOC.CC(C)O.CC(C)O.CC(C)O

Cartesian coordinates (Å):
C 5.9088 -0.4919 6.8910
C 5.0812 -1.4044 6.0337
C 3.9693 -2.0326 6.9285
C 2.9352 -2.7289 6.0801
C 2.3020 -1.7588 5.1056
C 3.3391 -1.0835 4.1779
N 4.3761 -0.5077 5.0760
O 5.3610 0.0516 4.2251
C 3.8242 -2.0546 3.0828
C 2.6530 0.1030 3.4841
C 6.0326 -2.4321 5.4415
H 6.2036 -0.9932 7.7995
H 5.2803 0.3638 7.1791
H 6.8409 -0.1499 6.4076
H 4.5474 -2.6869 7.5744
H 3.5138 -1.1971 7.4612
H 2.1963 -3.1199 6.7608
H 3.3389 -3.5712 5.5037
H 1.8395 -0.9450 5.6604
H 1.4785 -2.1614 4.4872
H 4.2147 -3.0007 3.4082
H 2.9663 -2.2409 2.4332
H 4.6442 -1.6239 2.5126
H 1.6660 -0.2101 3.1655
H 2.4720 0.8966 4.1950
H 3.2689 0.3307 2.6100
H 6.5979 -2.0581 4.5907
H 5.5024 -3.3174 5.0465
H 6.6779 -2.8146 6.2396
H 5.0053 0.9448 4.1232
C -4.3606 1.1046 1.5250
C -5.2801 0.4246 0.4940
C -4.7853 0.7689 -0.9159
C -5.4816 -0.0499 -1.9661
C -5.2810 -1.5257 -1.7324
C -5.6726 -1.9411 -0.3006
N -5.0129 -1.0215 0.6346
O -5.5435 -1.4708 1.8750
C -7.1737 -2.1916 -0.1097
C -5.0513 -3.3145 -0.0442
C -6.7459 0.8276 0.7409
H -4.7187 0.7703 2.4895
H -4.4015 2.1630 1.3050
H -3.3668 0.6459 1.4798
H -4.9681 1.8324 -1.0881
H -3.6860 0.6254 -0.9276
H -5.0221 0.1778 -2.9242
H -6.5540 0.1823 -2.0253
H -4.2094 -1.8176 -1.8327
H -5.8218 -2.1852 -2.4176
H -7.3516 -2.2502 0.9578
H -7.7622 -1.4183 -0.6186
H -7.3872 -3.1196 -0.6313
H -5.1393 -3.9036 -0.9391
H -3.9762 -3.2353 0.0964
H -5.4692 -3.7595 0.8681
H -7.2450 0.3265 1.5504
H -7.3467 0.5403 -0.1214
H -6.7143 1.8791 0.9835
H -4.7082 -1.6167 2.3768
C 5.9721 2.2378 -3.6899
C 6.4292 2.3252 -2.2285
C 5.4792 3.3339 -1.4905
C 4.0698 2.8328 -1.3812
C 4.0977 1.5337 -0.6000
C 5.0052 0.4576 -1.2665
N 6.3322 1.0617 -1.4485
O 7.2205 0.0476 -1.9678
C 5.2135 -0.6642 -0.2039
C 4.3302 -0.1860 -2.5128
C 7.8363 2.7880 -2.0665
H 6.3836 1.4138 -4.2404
H 6.2712 3.1667 -4.1755
H 4.8896 2.2866 -3.8010
H 5.8907 3.3754 -0.4811
H 5.6037 4.3164 -1.9691
H 3.5454 2.6778 -2.3227
H 3.4278 3.5342 -0.8618
H 3.0803 1.1080 -0.5963
H 4.3940 1.6737 0.4587
H 5.8889 -0.4170 0.6140
H 4.2241 -0.8331 0.2662
H 5.5801 -1.5667 -0.6591
H 3.7073 -0.9832 -2.1031
H 3.8075 0.5923 -3.0776
H 5.0058 -0.5982 -3.2831
H 8.5463 2.0052 -2.3177
H 7.9951 2.9475 -0.9999
H 8.0157 3.7182 -2.6255
H 6.7868 -0.4092 -2.6901
C -1.0316 2.9058 5.3005
C -2.0807 2.3958 4.3248
C -3.1729 3.4414 4.0678
O -1.4746 2.0917 3.0801
H -1.3983 3.0891 6.3122
H -0.6380 3.8590 4.9051
H -0.1835 2.2410 5.4400
H -2.5087 1.4583 4.7124
H -3.7115 3.6844 4.9934
H -3.8580 3.0350 3.3215
H -2.6217 4.3266 3.7151
H -1.2546 2.9742 2.6832
C -3.2439 -1.9359 5.5930
C -3.3771 -3.0155 4.5517
C -4.8248 -3.4878 4.6193
O -3.2425 -2.4637 3.2304
H -3.7064 -1.0365 5.2238
H -2.2426 -1.6060 5.8690
H -3.7354 -2.3185 6.4964
H -2.6996 -3.8414 4.7062
H -5.4897 -2.6260 4.6430
H -5.0097 -4.0637 5.5485
H -5.1336 -4.1354 3.8073
H -2.5509 -1.7871 3.1485
C -1.3150 -1.9724 0.6041
C -0.4235 -0.9507 1.3596
C -0.2307 0.3021 0.5413
O -1.0909 -0.7387 2.5680
H -2.2788 -1.4795 0.4625
H -1.4382 -2.9471 1.0750
H -0.8724 -2.2212 -0.3598
H 0.5764 -1.3647 1.5272
H -1.2101 0.6450 0.2542
H 0.4119 0.0855 -0.3209
H 0.2802 1.0874 1.1179
H -1.1808 0.1973 2.7991
C 0.8756 1.6624 -2.9322
O -0.3236 2.1101 -2.3620
C -1.3520 2.5309 -3.2778
C -1.1890 3.8088 -4.0413
N -0.7976 4.8471 -3.1013
C -0.4028 6.1062 -3.6863
C 0.9009 6.0726 -4.4730
O 1.8791 5.5540 -3.5756
C 3.0793 5.2478 -4.2957
H 1.5809 1.5524 -2.1209
H 1.3013 2.3772 -3.6469
H 0.7463 0.6794 -3.4069
H -2.1828 2.7057 -2.6083
H -1.6505 1.7556 -3.9914
H -2.1112 4.0678 -4.5700
H -0.4424 3.7371 -4.8629
H -0.0015 4.5778 -2.5358
H -0.1942 6.8607 -2.9249
H -1.1532 6.5172 -4.3591
H 1.2129 7.0462 -4.8288
H 0.9091 5.4884 -5.4070
H 3.8335 4.9583 -3.5641
H 3.3571 6.1550 -4.8620
H 2.8193 4.4622 -5.0148
C -2.2912 -5.7164 2.0592
O -2.4896 -7.1192 1.8852
C -3.6396 -7.4807 1.2047
C -3.6617 -8.9804 1.1218
N -2.4469 -9.6387 0.6083
C -2.0093 -9.2309 -0.7234
C -2.7379 -9.9948 -1.8621
O -2.5208 -9.4633 -3.1099
C -1.1305 -9.5701 -3.3932
H -2.8337 -5.3016 2.8991
H -2.4997 -5.0986 1.1887
H -1.2420 -5.5018 2.2887
H -3.7203 -6.9837 0.2513
H -4.5188 -7.1591 1.7323
H -4.5163 -9.3641 0.5338
H -3.8703 -9.3468 2.1413
H -1.7466 -9.3525 1.2386
H -0.9744 -9.4613 -0.8223
H -2.1256 -8.1655 -0.9280
H -3.8181 -9.9174 -1.7382
H -2.4213 -11.0298 -1.8024
H -0.5571 -8.9072 -2.7345
H -0.8997 -9.2192 -4.3890
H -0.7800 -10.5684 -3.1643
C 4.1958 5.0642 1.8633
O 3.2403 4.5671 2.8242
C 2.0362 4.1077 2.2570
C 0.9517 5.1313 2.0882
N -0.3680 4.5981 1.7686
C -0.5680 4.4715 0.2834
C -2.0355 4.3890 -0.0782
O -2.7440 5.5137 0.4116
C -2.7015 6.6373 -0.3879
H 3.7549 5.8846 1.2932
H 4.5911 4.2661 1.2426
H 5.0531 5.4407 2.4198
H 1.7056 3.2741 2.8626
H 2.1933 3.5545 1.3314
H 1.2624 5.8706 1.3408
H 0.8702 5.6511 3.0665
H -1.1036 5.2364 2.0636
H -0.0432 3.5616 0.0267
H -0.0231 5.2792 -0.1960
H -2.4714 3.4831 0.3394
H -2.0950 4.2280 -1.1588
H -1.7397 7.1478 -0.4083
H -3.4548 7.3519 -0.0666
H -2.9663 6.4239 -1.4236
C 2.7096 1.2652 -6.9639
O 1.6577 2.1152 -6.5700
C 0.7639 2.3686 -7.6712
C -0.1030 1.1759 -7.9021
N -0.8675 0.8644 -6.7192
C -1.4426 -0.4682 -6.7087
C -1.9447 -0.8823 -5.3252
O -0.8504 -0.9861 -4.4102
C -1.2470 -1.4157 -3.1384
H 3.2821 0.8448 -6.1392
H 3.4127 1.8892 -7.5328
H 2.3470 0.4170 -7.5279
H 1.2168 2.7527 -8.5988
H 0.0649 3.1357 -7.3294
H 0.5484 0.3383 -8.2026
H -0.7739 1.3969 -8.7529
H -0.2957 0.9895 -5.8848
H -0.6942 -1.2134 -6.9873
H -2.2128 -0.5545 -7.4803
H -2.5606 -1.7933 -5.3354
H -2.6390 -0.1435 -4.9618
H -0.3111 -1.5100 -2.5777
H -1.7478 -2.3784 -3.1708
H -1.9647 -0.8085 -2.5766


Entry 2:
The following is a quantum chemistry calculation of 13 unconnected molecules or ions with the total composition C60H159N13O17 at a distorted geometry, from the OMol25 dataset.

E_tot: -118964.7317 eV
energy above the lowest of the compared OMol25 structures with the same formula, charge and spin: 3.871 eV
multiplicity: 1
HOMO-LUMO gap: 8.9 eV
net charge: 0

Cartesian coordinates (Å):
C 3.0466 -1.0303 6.0078
C 2.5500 -2.4507 5.9365
C 1.3691 -2.7034 6.9175
O 1.6400 -2.2989 8.2593
C 0.6759 -2.6552 9.1950
N 2.0993 -2.6189 4.5624
H 3.5316 -0.8822 6.9752
H 2.2007 -0.3562 5.8621
H 3.8268 -0.7522 5.2996
H 3.3432 -3.1790 6.1131
H 1.1262 -3.7694 6.8868
H 0.4936 -2.1624 6.5440
H -0.2824 -2.2171 8.8976
H 0.9531 -2.3252 10.1955
H 0.4944 -3.7297 9.3013
H 1.7494 -3.5606 4.3971
H 1.2834 -2.0297 4.4209
C 2.2869 2.3121 2.1714
C 1.7082 3.2767 1.1409
C 1.6231 4.6599 1.7242
O 0.5302 4.7392 2.6605
C 0.3263 6.0706 3.0256
N 2.4501 3.2038 -0.1125
H 2.3864 1.3009 1.7734
H 1.6533 2.2417 3.0559
H 3.2804 2.6193 2.5038
H 0.6845 2.9952 0.8917
H 1.4328 5.3948 0.9359
H 2.5868 4.9048 2.1807
H 1.2654 6.5696 3.2778
H -0.3068 6.0639 3.9128
H -0.1594 6.6490 2.2345
H 2.2392 4.0045 -0.7023
H 3.4313 3.4180 0.0454
C 4.3289 -7.9579 -3.2826
C 3.0353 -7.8682 -4.1102
C 2.5426 -6.4579 -4.4526
O 1.9614 -5.8824 -3.2839
C 1.5514 -4.5801 -3.4783
N 3.3039 -8.7317 -5.2368
H 5.2147 -7.6456 -3.8434
H 4.5816 -8.9937 -3.0546
H 4.3753 -7.3926 -2.3510
H 2.2734 -8.3595 -3.5015
H 1.8158 -6.5015 -5.2705
H 3.3319 -5.8253 -4.8698
H 1.2397 -4.0984 -2.5503
H 0.7251 -4.4724 -4.1880
H 2.3123 -3.8759 -3.8346
H 2.4702 -8.8309 -5.8036
H 4.0110 -8.2872 -5.8107
C -6.9092 6.4815 6.0535
C -6.7969 7.3307 4.7836
C -5.8900 6.6441 3.7614
O -4.5859 6.7113 4.2599
C -3.6554 6.1171 3.3702
N -8.1450 7.6145 4.2632
H -7.5048 6.9635 6.8293
H -5.9361 6.2110 6.4657
H -7.4036 5.5370 5.8136
H -6.4116 8.2989 5.1072
H -6.0057 7.1039 2.7742
H -6.2801 5.6342 3.5887
H -2.6319 6.3265 3.6761
H -3.7740 6.5937 2.3928
H -3.8152 5.0422 3.2622
H -8.8004 7.7125 5.0263
H -8.5002 6.8720 3.6741
C -0.6627 -7.3672 2.9916
C -0.8660 -5.8504 3.0989
C 0.4329 -5.1160 2.7585
O 1.4345 -5.2971 3.7575
C 2.6831 -5.6102 3.1897
N -1.9246 -5.5657 2.1319
H -1.5482 -7.9542 3.2357
H 0.1357 -7.7298 3.6443
H -0.3046 -7.6508 2.0009
H -1.2131 -5.5496 4.0914
H 0.2637 -4.0339 2.7222
H 0.8009 -5.3284 1.7523
H 3.3506 -5.9416 3.9863
H 3.1233 -4.8112 2.5921
H 2.6522 -6.5104 2.5680
H -2.7365 -6.1376 2.3202
H -2.1718 -4.5894 2.3164
C -5.2136 1.5593 3.0063
C -5.7674 0.6546 1.9214
C -7.1204 1.1033 1.4036
O -8.1867 0.9820 2.3122
C -8.4726 -0.3463 2.7529
N -4.7866 0.6003 0.8239
H -5.8951 1.7210 3.8484
H -5.0969 2.6170 2.7557
H -4.3067 1.1343 3.4378
H -5.8748 -0.3300 2.3829
H -7.2475 0.3982 0.5737
H -6.9999 2.1015 0.9816
H -9.5355 -0.4738 2.9509
H -7.8715 -0.6041 3.6263
H -8.2331 -1.0947 1.9922
H -4.9569 1.4450 0.2843
H -3.8773 0.8423 1.2128
C 1.5924 0.3365 -4.4204
C 2.1409 1.3513 -3.3825
C 2.3733 2.7986 -3.8504
O 3.5109 2.8026 -4.6926
C 3.7238 4.0689 -5.3171
N 1.2576 1.2632 -2.2295
H 2.2595 0.2289 -5.2766
H 0.6433 0.6940 -4.8232
H 1.4429 -0.6234 -3.9274
H 3.0208 0.9285 -2.8906
H 2.4511 3.4994 -3.0149
H 1.5062 3.1327 -4.4306
H 3.8968 4.9481 -4.6911
H 2.8063 4.3453 -5.8468
H 4.5174 4.0056 -6.0588
H 1.5675 1.8950 -1.4988
H 1.4078 0.3443 -1.8230
C -4.3903 6.2944 -3.2985
C -3.0746 6.7213 -4.0113
C -1.9278 5.7952 -3.6123
O -1.6056 6.0538 -2.2556
C -0.5364 5.2487 -1.7542
N -3.2857 6.6511 -5.4624
H -4.1947 6.2364 -2.2269
H -4.7513 5.3280 -3.6498
H -5.1440 7.0464 -3.5346
H -2.8753 7.7484 -3.7027
H -1.0663 5.9005 -4.2776
H -2.2731 4.7660 -3.7481
H -0.6165 4.1759 -1.9437
H -0.5174 5.4896 -0.6913
H 0.4211 5.5712 -2.1745
H -4.0845 7.2176 -5.7164
H -3.5812 5.6909 -5.6094
C 5.8274 -4.4582 -4.1073
C 6.2895 -2.9903 -4.0034
C 7.5711 -2.7279 -4.8527
O 8.7162 -3.4419 -4.3504
C 9.8562 -3.3434 -5.2216
N 5.1494 -2.1835 -4.4760
H 5.4803 -4.7800 -5.0894
H 5.0548 -4.4750 -3.3383
H 6.6366 -5.1490 -3.8656
H 6.4129 -2.7275 -2.9532
H 7.8138 -1.6643 -4.7488
H 7.3735 -2.8444 -5.9217
H 9.9373 -2.2973 -5.5191
H 9.7691 -4.0252 -6.0702
H 10.7243 -3.7028 -4.6710
H 5.3373 -1.2252 -4.2051
H 5.1066 -2.2187 -5.4872
C 3.5396 -4.9812 -0.3423
O 4.8837 -4.6010 -0.4434
C 5.7465 -5.0044 0.5871
C 7.1826 -4.5318 0.3021
N 7.5679 -3.2594 0.9247
C 6.9027 -2.1421 0.2537
C 7.1098 -0.8491 1.0044
O 6.3960 -0.7039 2.2214
C 5.0333 -1.1072 2.2354
H 3.3375 -6.0533 -0.3226
H 3.0264 -4.6291 -1.2390
H 3.0404 -4.3719 0.4163
H 5.7992 -6.0910 0.7139
H 5.3887 -4.6511 1.5602
H 7.3808 -4.4088 -0.7632
H 7.8813 -5.2732 0.6926
H 7.3979 -3.2826 1.9213
H 5.8453 -2.4236 0.2094
H 7.1994 -2.1407 -0.7964
H 6.7767 -0.0324 0.3551
H 8.1894 -0.7565 1.1225
H 4.5588 -0.8037 1.2970
H 4.4399 -0.6295 3.0119
H 5.0648 -2.1957 2.3058
C -3.8612 -2.7231 1.3183
O -2.8387 -2.9925 2.2578
C -3.0281 -2.2678 3.4647
C -1.7268 -2.2535 4.2682
N -0.7146 -1.2567 3.9033
C -1.1712 0.1168 4.1839
C -1.2494 0.4790 5.6579
O -2.4360 0.0156 6.2904
C -2.4214 0.4480 7.6260
H -3.6201 -1.7898 0.8086
H -4.8567 -2.7313 1.7642
H -3.8131 -3.4633 0.5182
H -3.8195 -2.8160 3.9856
H -3.4323 -1.2633 3.3174
H -1.2429 -3.2316 4.2266
H -1.9152 -2.1474 5.3373
H -0.7660 -1.1897 2.8909
H -2.0902 0.3438 3.6401
H -0.3787 0.7921 3.8556
H -1.1207 1.5590 5.7701
H -0.4232 -0.0123 6.1816
H -3.2428 0.0223 8.2009
H -2.5338 1.5353 7.6742
H -1.4738 0.2054 8.1145
C -1.7667 2.8998 2.1168
O -2.3057 1.8185 1.3367
C -1.6501 1.5124 0.0768
C -1.2207 0.0399 -0.0302
N -0.0776 -0.2084 0.8572
C 0.4612 -1.5473 0.6643
C 1.2868 -1.8203 -0.5715
O 2.3426 -0.8774 -0.5700
C 3.4496 -1.1729 -1.3968
H -1.9136 3.8946 1.6964
H -0.7403 2.7210 2.4309
H -2.3615 2.7622 3.0220
H -0.7967 2.1308 -0.2119
H -2.3637 1.7476 -0.7132
H -0.9314 -0.0652 -1.0810
H -2.1175 -0.5604 0.1237
H 0.5598 0.5377 0.6073
H -0.3359 -2.2962 0.6644
H 1.0572 -1.8638 1.5247
H 0.7667 -1.6050 -1.5126
H 1.4266 -2.9042 -0.5750
H 4.1808 -0.3650 -1.3554
H 3.1223 -1.2216 -2.4386
H 3.9446 -2.0962 -1.0893
C -6.0882 3.5086 -10.1643
O -5.3592 3.5398 -8.9915
C -5.9514 4.3595 -8.0379
C -4.8768 4.8345 -7.0496
N -4.4653 3.9081 -5.9473
C -3.8485 2.6529 -6.3934
C -2.9516 2.2008 -5.2794
O -3.6273 1.4279 -4.3355
C -2.8047 1.1621 -3.2219
H -7.1679 3.4229 -10.0220
H -5.8512 2.5610 -10.6581
H -5.8003 4.2394 -10.9236
H -6.7257 3.8442 -7.4568
H -6.5107 5.2280 -8.3978
H -5.4682 5.5922 -6.5296
H -3.9396 5.2213 -7.4439
H -5.2158 3.6284 -5.3279
H -3.2389 2.8878 -7.2681
H -4.5441 1.8867 -6.7418
H -2.3465 3.0339 -4.9183
H -2.2290 1.4823 -5.6915
H -2.5132 2.0670 -2.6795
H -1.8734 0.6641 -3.5024
H -3.3572 0.6267 -2.4494


HOMO, record by record: -8.345, -8.468 eV